C17H21B2FN6O5 | ωB97M-V with the def2-TZVPD basis set

Calculated values
Frontier orbital gap, hartree: 0.252
DFT total energy, a.u.: -1514.1520
Lowest unoccupied orbital energy, eV: -1.744
Molar mass, g mol⁻¹: 430.014
Structure (SMILES): CCOB(O)c1c(CC(N)(N)N)c(-c2ccccn2)c2nc(F)c(O)nc2c1B(O)O

Last column: natural (NBO) charge in e.
Atoms and positions in Å:
1 C 4.241 -1.087 1.033  -0.658
2 C 4.191 0.142 -0.093  -0.093
3 O 3.983 -0.328 -1.469  -0.724
4 B 2.567 -0.603 -1.773  1.217
5 O 2.312 -1.749 -2.716  -0.944
6 C 1.255 0.231 -1.243  -0.357
7 C -0.116 -0.495 -0.619  0.058
8 C -0.272 -2.121 -0.481  -0.508
9 C 0.203 -2.751 0.955  0.440
10 N -0.191 -1.950 2.175  -0.879
11 N -0.532 -4.101 1.086  -0.863
12 N 1.681 -3.085 1.045  -0.889
13 C -1.410 0.436 -0.150  -0.050
14 C -2.790 -0.302 0.442  0.180
15 C -3.766 -0.985 -0.681  -0.276
16 C -5.171 -1.679 -0.109  -0.175
17 C -5.421 -1.613 1.539  -0.282
18 C -4.254 -0.874 2.419  0.020
19 N -2.996 -0.217 1.926  -0.445
20 C -1.416 2.104 -0.228  0.149
21 N -2.659 2.788 0.270  -0.377
22 C -2.446 4.271 0.164  0.516
23 F -3.591 5.144 0.623  -0.341
24 C -1.140 5.040 -0.425  0.398
25 O -1.122 6.528 -0.442  -0.679
26 N 0.055 4.300 -0.956  -0.385
27 C -0.080 2.808 -0.832  0.141
28 C 1.219 1.900 -1.350  -0.314
29 B 2.519 2.735 -2.004  1.186
30 O 3.208 3.734 -1.139  -0.916
31 O 3.043 2.510 -3.366  -0.933
32 H 5.189 -0.943 1.734  0.216
33 H 4.273 -2.153 0.547  0.231
34 H 3.303 -1.002 1.760  0.214
35 H 5.288 0.611 -0.068  0.194
36 H 3.474 0.997 0.260  0.200
37 H 2.630 -2.609 -2.314  0.501
38 H 0.333 -2.717 -1.320  0.248
39 H -1.404 -2.468 -0.636  0.246
40 H 0.099 -0.950 2.124  0.385
41 H -1.192 -2.073 2.443  0.391
42 H -0.196 -4.728 0.318  0.358
43 H -1.568 -3.949 1.049  0.362
44 H 1.888 -4.062 0.739  0.367
45 H 2.042 -2.972 2.023  0.393
46 H -3.512 -0.969 -1.836  0.260
47 H -5.932 -2.166 -0.860  0.240
48 H -6.399 -2.086 1.980  0.249
49 H -4.430 -0.855 3.601  0.228
50 H -0.845 6.764 0.511  0.498
51 H 3.435 4.544 -1.695  0.501
52 H 2.420 3.052 -3.961  0.501



CH5NO2 | ωB97M-V with the def2-TZVPD basis set

Calculated values
Frontier orbital gap, hartree: 0.394
DFT total energy, a.u.: -246.3369
Lowest unoccupied orbital energy, eV: 0.503
Molar mass, g mol⁻¹: 63.056
Structure (SMILES): O=CO.N

Last column: natural (NBO) charge in e.
Atoms and positions in Å:
1 N 0.247 1.076 -1.136  -1.068
2 H 1.195 1.322 -0.849  0.375
3 H -0.259 1.967 -1.280  0.378
4 H 0.328 0.676 -2.062  0.380
5 H -0.513 0.083 0.069  0.511
6 O -1.037 -0.635 0.520  -0.749
7 C -0.234 -1.334 1.360  0.652
8 O -0.060 -2.535 1.299  -0.558
9 H 0.335 -0.619 2.079  0.079



C20H57AsF6N11O9Tl | ωB97M-V with the def2-TZVPD basis set

Calculated values
Frontier orbital gap, hartree: 0.055
Total charge: +2
DFT total energy, a.u.: -5082.6227
Lowest unoccupied orbital energy, eV: -11.254
Molar mass, g mol⁻¹: 989.037

Last column: Löwdin charge in e.
Atoms and positions in Å:
1 Tl 30.709 -9.904 -11.324  1.119
2 As 27.100 -6.925 -11.812  0.799
3 F 27.429 -6.259 -10.227  -0.234
4 F 26.073 -5.548 -12.110  -0.239
5 F 26.701 -7.579 -13.397  -0.264
6 F 28.172 -8.296 -11.530  -0.296
7 F 25.801 -7.900 -11.165  -0.252
8 F 28.456 -6.094 -12.533  -0.247
9 C 26.978 -11.248 -14.959  -0.028
10 C 28.016 -11.285 -13.818  -0.404
11 C 28.839 -12.571 -13.855  -0.192
12 O 29.863 -12.458 -12.891  -0.284
13 C 30.657 -13.631 -12.823  -0.087
14 N 28.870 -10.086 -13.909  0.122
15 H 26.430 -10.308 -14.879  0.076
16 H 26.266 -12.051 -14.764  0.092
17 H 27.518 -11.314 -15.903  0.088
18 H 27.449 -11.210 -12.885  0.114
19 H 29.199 -12.590 -14.896  0.136
20 H 28.231 -13.456 -13.660  0.138
21 H 30.083 -14.558 -12.846  0.095
22 H 31.257 -13.650 -11.912  0.090
23 H 31.413 -13.590 -13.614  0.098
24 H 29.426 -10.182 -14.761  0.107
25 H 28.180 -9.370 -14.138  0.069
26 C 27.042 -5.499 -17.082  -0.069
27 O 26.617 -4.363 -16.328  -0.135
28 C 27.014 -4.493 -14.971  -0.224
29 C 26.408 -3.269 -14.307  -0.144
30 N 27.178 -2.054 -14.538  0.087
31 C 28.580 -2.103 -14.190  -0.164
32 C 29.065 -0.660 -14.083  -0.242
33 O 28.320 0.099 -13.172  -0.189
34 C 28.588 1.488 -13.277  -0.080
35 H 27.708 -5.135 -17.868  0.099
36 H 26.199 -6.073 -17.464  0.097
37 H 27.649 -6.209 -16.511  0.074
38 H 28.096 -4.526 -14.817  0.099
39 H 26.573 -5.379 -14.512  0.099
40 H 26.344 -3.409 -13.214  0.141
41 H 25.385 -3.171 -14.672  0.138
42 H 26.769 -1.322 -13.954  0.141
43 H 29.206 -2.630 -14.909  0.134
44 H 28.768 -2.532 -13.190  0.147
45 H 28.957 -0.228 -15.089  0.132
46 H 30.138 -0.615 -13.870  0.133
47 H 27.981 2.023 -12.552  0.095
48 H 28.208 1.859 -14.237  0.096
49 H 29.651 1.719 -13.214  0.096
50 C 23.018 -5.481 -13.363  -0.042
51 O 21.969 -6.409 -13.762  -0.193
52 C 21.105 -6.661 -12.690  -0.254
53 C 20.106 -7.760 -12.941  -0.139
54 N 20.869 -8.914 -13.369  0.056
55 C 20.358 -9.939 -14.191  -0.173
56 C 19.087 -10.669 -13.646  -0.193
57 O 18.784 -11.804 -14.379  -0.140
58 C 18.751 -11.757 -15.788  -0.064
59 H 23.794 -5.660 -14.098  0.088
60 H 23.392 -5.718 -12.366  0.081
61 H 22.481 -4.533 -13.335  0.100
62 H 20.597 -5.719 -12.432  0.139
63 H 21.660 -6.928 -11.777  0.132
64 H 19.325 -7.535 -13.676  0.147
65 H 19.624 -7.949 -11.974  0.147
66 H 21.805 -8.601 -13.623  0.142
67 H 21.089 -10.742 -14.341  0.141
68 H 20.163 -9.652 -15.240  0.142
69 H 18.220 -9.996 -13.715  0.130
70 H 19.207 -10.828 -12.575  0.136
71 H 18.675 -12.749 -16.224  0.103
72 H 19.716 -11.377 -16.145  0.085
73 H 17.912 -11.140 -16.115  0.107
74 C 28.707 -8.702 -7.998  -0.644
75 O 29.645 -8.872 -8.775  -0.070
76 N 28.899 -8.186 -6.753  0.166
77 N 27.399 -8.814 -8.346  0.186
78 H 29.818 -8.061 -6.367  0.111
79 H 28.186 -8.008 -6.068  0.101
80 H 26.714 -8.567 -7.661  0.108
81 H 27.257 -9.253 -9.239  0.062
82 C 31.183 -7.348 -14.450  -0.636
83 O 31.100 -8.169 -13.541  -0.098
84 N 32.205 -7.254 -15.329  0.180
85 N 30.168 -6.435 -14.638  0.181
86 H 32.981 -7.878 -15.200  0.118
87 H 32.125 -6.660 -16.131  0.105
88 H 30.031 -5.940 -15.497  0.088
89 H 29.517 -6.390 -13.868  0.051
90 C 31.008 -5.423 -10.324  -0.640
91 O 31.075 -6.638 -10.570  0.006
92 N 32.116 -4.663 -10.149  0.170
93 N 29.810 -4.810 -10.151  0.194
94 H 32.005 -3.669 -10.120  0.100
95 H 32.955 -5.184 -9.968  0.116
96 H 29.079 -5.510 -10.137  0.062
97 H 29.759 -3.827 -9.976  0.108
98 C 26.962 -11.608 -10.231  -0.666
99 O 28.052 -11.149 -10.576  -0.073
100 N 26.904 -12.726 -9.469  0.171
101 N 25.742 -11.173 -10.671  0.179
102 H 26.072 -13.102 -9.049  0.103
103 H 27.728 -13.236 -9.204  0.114
104 H 25.682 -10.257 -11.080  0.084
105 H 24.971 -11.741 -10.376  0.100



C11H19Br8Cl9 | ωB97M-V with the def2-TZVPD basis set

Calculated values
Frontier orbital gap, hartree: 0.362
DFT total energy, a.u.: -25164.3248
Lowest unoccupied orbital energy, eV: -0.056
Molar mass, g mol⁻¹: 1109.582
Structure (SMILES): ClC(Cl)Cl.ClC(Cl)Cl.ClC(Cl)Cl.BrCCBr.BrCCBr.BrCCBr.BrCCBr

Last column: natural (NBO) charge in e.
Atoms and positions in Å:
1 Br -2.926 0.553 0.751  -0.005
2 C -3.508 0.149 -1.059  -0.468
3 C -4.797 -0.827 -1.117  -0.417
4 Br -4.903 -1.509 -2.989  -0.017
5 H -2.675 -0.421 -1.472  0.223
6 H -3.514 1.055 -1.666  0.243
7 H -5.659 -0.252 -0.779  0.227
8 H -4.663 -1.744 -0.544  0.228
9 Br 4.246 5.286 4.823  -0.047
10 C 3.008 4.309 3.551  -0.411
11 C 1.630 4.151 4.286  -0.449
12 Br 1.848 3.087 5.952  -0.008
13 H 3.509 3.358 3.366  0.228
14 H 3.007 4.891 2.629  0.233
15 H 0.791 3.836 3.665  0.229
16 H 1.264 5.105 4.667  0.228
17 Br 2.733 -3.267 2.218  -0.015
18 C 2.094 -1.822 3.318  -0.455
19 C 0.589 -1.839 3.464  -0.451
20 Br 0.041 -0.071 4.092  -0.009
21 H 2.409 -0.990 2.689  0.231
22 H 2.690 -1.872 4.229  0.232
23 H 0.329 -2.607 4.192  0.236
24 H 0.207 -1.871 2.443  0.232
25 Br -0.749 -1.351 -3.936  -0.040
26 C 1.155 -1.930 -4.070  -0.441
27 C 1.873 -1.583 -2.855  -0.394
28 Br 3.803 -2.093 -3.331  -0.059
29 H 1.676 -1.467 -4.908  0.232
30 H 1.141 -3.000 -4.280  0.228
31 H 1.588 -2.209 -2.010  0.229
32 H 1.775 -0.523 -2.620  0.233
33 C 0.542 0.854 0.138  -0.292
34 Cl 0.739 2.123 1.321  0.017
35 Cl 1.998 -0.101 0.108  0.032
36 Cl 0.213 1.481 -1.524  -0.016
37 H -0.304 0.301 0.546  0.250
38 C -0.852 -4.194 -0.415  -0.223
39 Cl -1.211 -2.393 -0.331  -0.032
40 Cl 0.246 -4.912 0.761  0.061
41 Cl -0.163 -4.504 -2.119  -0.035
42 H -1.823 -4.679 -0.314  0.230
43 C -1.829 2.635 -4.198  -0.317
44 Cl -1.242 3.694 -5.480  0.029
45 Cl -3.136 1.563 -4.493  0.055
46 Cl -2.157 3.651 -2.806  0.010
47 H -1.036 1.951 -3.896  0.227



C4H9NO | ωB97M-V with the def2-TZVPD basis set

Calculated values
Frontier orbital gap, hartree: 0.323
DFT total energy, a.u.: -287.6963
Lowest unoccupied orbital energy, eV: 0.880
Molar mass, g mol⁻¹: 87.122
Structure (SMILES): CC(C)=[N+](C)[O-]

Last column: natural (NBO) charge in e.
Atoms and positions in Å:
1 C 0.297 -0.358 0.063  0.191
2 C 0.543 -1.791 0.090  -0.678
3 C 1.390 0.571 0.271  -0.655
4 C -1.446 1.400 -0.140  -0.441
5 N -1.016 -0.032 -0.163  0.118
6 O -1.899 -0.912 -0.392  -0.559
7 H 1.125 -2.139 -0.712  0.224
8 H -0.345 -2.366 0.065  0.267
9 H 1.099 -2.165 0.926  0.219
10 H 1.989 0.617 -0.624  0.227
11 H 1.133 1.599 0.394  0.222
12 H 1.954 0.188 1.112  0.229
13 H -2.331 1.597 0.334  0.224
14 H -0.714 2.145 0.045  0.206
15 H -1.778 1.646 -1.269  0.208



- Look up the molar mass of the first one.
  430.014 g mol⁻¹



- What is the formula in the fifth record?
  C4H9NO